This record from OMol25 describes an isolated molecule of C24H31N3O4. The level of theory is ωB97M-V/def2-TZVPD.

Calculated values
HOMO energy = -7.66 eV
SMILES = COc1cccc(C(=O)NCc2ccc(N3CCN(C(=O)OC(C)(C)C)CC3)cc2)c1
gap between HOMO and LUMO = 8.38 eV
LUMO level = 0.718 eV
ΔE to the lowest compared entry with this formula, charge and spin = 14.1 kcal per mole
DFT total energy = -1398.41231 a.u.
M = 425.5 u

Geometry as ORCA input:
```
! RIJCOSX wB97M-V def2-TZVPD def2/J DEFGRID3
* xyz 0 1
C -4.28 3.75 -2.38
H -4.49 4.81 -2.22
O -3.08 3.36 -1.76
C -2.98 3.46 -0.40
C -1.76 3.05 0.14
C -1.55 3.09 1.51
C -2.57 3.55 2.34
C -3.77 3.97 1.80
C -3.99 3.93 0.43
H -4.93 4.26 0.04
H -4.56 4.34 2.45
H -2.40 3.57 3.40
C -0.29 2.64 2.17
O -0.27 2.33 3.35
N 0.82 2.64 1.40
H 0.74 2.81 0.41
C 2.10 2.15 1.88
C 2.37 0.75 1.40
C 2.94 0.52 0.16
C 3.13 -0.76 -0.31
C 2.74 -1.87 0.44
C 2.19 -1.63 1.70
C 2.00 -0.34 2.17
H 1.55 -0.19 3.14
H 1.92 -2.46 2.35
N 2.94 -3.18 0.01
C 3.62 -3.44 -1.24
H 3.99 -4.47 -1.19
C 2.65 -3.28 -2.44
N 1.30 -3.46 -1.95
C 0.51 -2.35 -1.84
O 0.74 -1.32 -2.44
O -0.54 -2.58 -1.05
C -1.52 -1.55 -0.80
C -2.19 -1.11 -2.11
H -1.46 -0.67 -2.77
H -2.97 -0.38 -1.89
H -2.64 -1.97 -2.60
C -0.87 -0.36 -0.10
H -0.13 0.10 -0.76
H -0.36 -0.69 0.80
H -1.62 0.37 0.16
C -2.54 -2.21 0.12
H -2.98 -3.08 -0.36
H -2.05 -2.54 1.04
H -3.33 -1.51 0.37
C 1.19 -4.56 -1.02
H 0.14 -4.76 -0.82
C 1.94 -4.19 0.28
H 2.43 -5.08 0.70
H 1.23 -3.81 1.01
H 1.63 -5.44 -1.50
H 2.71 -2.29 -2.88
H 2.86 -4.03 -3.21
H 4.49 -2.79 -1.33
H 3.57 -0.88 -1.29
H 3.25 1.35 -0.46
H 2.04 2.18 2.97
H 2.88 2.84 1.54
H -1.03 2.68 -0.56
H -4.13 3.57 -3.45
H -5.13 3.15 -2.03
*
```



This record from OMol25 describes an isolated molecule of C24H31N3O4S. The level of theory is ωB97M-V/def2-TZVPD.

Calculated values
HOMO energy = -8.67 eV
SMILES = CCC(=O)N1CCc2cc(S(=O)(=O)N[C@@H](C(=O)NCc3ccc(C)cc3)C(C)C)ccc21
gap between HOMO and LUMO = 9.11 eV
LUMO level = 0.439 eV
ΔE to the lowest compared entry with this formula, charge and spin = 8.7 kcal per mole
DFT total energy = -1796.61163 a.u.
M = 457.6 u

Geometry as ORCA input:
```
! RIJCOSX wB97M-V def2-TZVPD def2/J DEFGRID3
* xyz 0 1
C 7.72 -0.64 -0.70
H 8.78 -0.84 -0.51
C 7.37 0.78 -0.27
C 5.92 1.07 -0.60
O 5.60 1.52 -1.68
N 5.00 0.76 0.36
C 3.62 0.91 0.23
C 2.90 1.42 -0.85
C 1.52 1.47 -0.74
C 0.89 1.03 0.40
C 1.60 0.52 1.48
C 2.97 0.47 1.38
C 3.97 -0.04 2.38
H 3.88 0.47 3.34
H 3.84 -1.11 2.55
C 5.32 0.26 1.70
H 5.94 -0.64 1.63
H 5.87 1.03 2.25
H 1.07 0.20 2.36
S -0.89 1.01 0.44
O -1.31 0.77 1.80
O -1.42 2.15 -0.24
N -1.20 -0.31 -0.51
H -1.92 -0.15 -1.19
C -1.19 -1.64 0.08
C -2.65 -2.06 0.38
O -3.22 -2.96 -0.20
N -3.19 -1.30 1.35
H -2.65 -0.52 1.71
C -4.62 -1.24 1.57
C -5.20 -0.06 0.83
C -6.10 -0.23 -0.21
C -6.57 0.86 -0.93
C -6.14 2.14 -0.62
C -5.23 2.31 0.42
C -4.77 1.23 1.13
H -4.06 1.38 1.93
H -4.88 3.30 0.66
C -6.64 3.33 -1.39
H -7.26 3.02 -2.23
H -7.23 3.98 -0.74
H -5.80 3.91 -1.77
H -7.27 0.70 -1.73
H -6.43 -1.23 -0.47
H -5.05 -2.17 1.20
H -4.81 -1.15 2.64
H -0.66 -1.54 1.03
C -0.45 -2.65 -0.81
C 1.05 -2.38 -0.77
H 1.58 -3.11 -1.39
H 1.27 -1.39 -1.15
H 1.43 -2.46 0.24
C -0.96 -2.62 -2.25
H -0.75 -1.65 -2.71
H -2.03 -2.80 -2.27
H -0.47 -3.39 -2.84
H -0.66 -3.64 -0.40
H 0.92 1.86 -1.55
H 3.41 1.76 -1.73
H 7.98 1.48 -0.85
H 7.59 0.93 0.79
H 7.13 -1.38 -0.16
H 7.53 -0.76 -1.76
*
```



This record from OMol25 describes an isolated molecule of C24H31N3O7S2. The level of theory is ωB97M-V/def2-TZVPD.

Calculated values
HOMO energy = -8.77 eV
SMILES = O=C(CN(C[C@@H]1CCCO1)S(=O)(=O)c1ccc(S(=O)(=O)NC[C@H]2CCCO2)cc1)Nc1ccccc1
gap between HOMO and LUMO = 8.79 eV
LUMO level = 0.025 eV
ΔE to the lowest compared entry with this formula, charge and spin = 0.0 kcal per mole
DFT total energy = -2420.46790 a.u.
M = 537.7 u

Geometry as ORCA input:
```
! RIJCOSX wB97M-V def2-TZVPD def2/J DEFGRID3
* xyz 0 1
O -0.26 -0.59 2.42
C -1.24 -0.20 1.81
N -1.24 0.73 0.83
C -0.14 1.39 0.28
C 1.07 1.52 0.95
C 2.12 2.18 0.36
C 1.98 2.73 -0.91
C 0.77 2.62 -1.57
C -0.29 1.96 -0.98
H -1.24 1.89 -1.48
H 0.65 3.06 -2.55
H 2.81 3.24 -1.38
H 3.06 2.28 0.90
H 1.18 1.10 1.94
H -2.12 0.86 0.33
C -2.64 -0.75 2.13
N -3.46 -0.84 0.95
S -3.32 -2.32 0.16
O -3.48 -3.41 1.07
O -4.18 -2.25 -0.99
C -1.61 -2.23 -0.35
C -1.27 -1.36 -1.38
C 0.06 -1.22 -1.72
C 1.02 -1.95 -1.04
C 0.68 -2.83 -0.03
C -0.66 -2.97 0.32
H -0.98 -3.64 1.10
H 1.45 -3.41 0.45
S 2.75 -1.70 -1.45
O 3.44 -2.94 -1.28
O 2.82 -1.02 -2.71
N 3.32 -0.66 -0.32
H 3.00 0.29 -0.41
C 3.60 -1.10 1.02
H 3.65 -2.19 0.99
C 4.97 -0.56 1.47
C 6.09 -0.99 0.51
H 7.00 -1.23 1.07
C 6.30 0.26 -0.34
H 5.59 0.27 -1.16
C 5.98 1.37 0.66
H 6.86 1.60 1.28
H 5.62 2.29 0.20
O 4.95 0.86 1.49
H 7.32 0.34 -0.73
H 5.80 -1.85 -0.08
H 5.15 -0.92 2.50
H 2.82 -0.79 1.72
H 0.39 -0.56 -2.52
H -2.05 -0.82 -1.89
C -4.76 -0.20 0.92
H -5.35 -0.75 0.19
H -5.26 -0.25 1.90
C -4.62 1.27 0.47
H -4.18 1.87 1.27
C -5.96 1.83 -0.03
H -5.96 2.91 0.06
H -6.80 1.42 0.52
C -5.96 1.40 -1.51
H -6.60 0.54 -1.67
C -4.49 1.04 -1.80
H -4.07 1.62 -2.63
O -3.75 1.38 -0.63
H -4.39 -0.03 -2.01
H -6.31 2.21 -2.15
H -2.52 -1.74 2.59
H -3.10 -0.08 2.86
*
```



This record from OMol25 describes an isolated molecule of C24H31N5O4 in a non-equilibrium geometry. The level of theory is ωB97M-V/def2-TZVPD.

Calculated values
HOMO energy = -7.99 eV
SMILES = CCCc1[nH]nc2c1[C@H](c1ccc(OCCN3CCOCC3)c(OCC)c1)C(C#N)=C(N)O2
gap between HOMO and LUMO = 8.68 eV
LUMO level = 0.693 eV
ΔE to the lowest compared entry with this formula, charge and spin = 71.2 kcal per mole
DFT total energy = -1507.83620 a.u.
M = 453.5 u

Geometry as ORCA input:
```
! RIJCOSX wB97M-V def2-TZVPD def2/J DEFGRID3
* xyz 0 1
C -0.78 -3.04 -1.63
C 0.63 -2.48 -1.59
H 0.59 -1.41 -1.40
H 1.12 -2.64 -2.55
C 1.46 -3.15 -0.48
C 2.81 -2.54 -0.38
C 3.26 -1.49 0.40
C 4.60 -1.32 0.02
N 4.96 -2.19 -0.91
N 3.86 -2.91 -1.14
H 3.89 -3.65 -1.82
O 5.45 -0.39 0.52
C 4.91 0.42 1.48
C 3.63 0.36 1.92
C 3.21 1.29 2.88
N 2.86 2.06 3.66
C 2.59 -0.61 1.41
C 1.43 0.13 0.77
C 1.69 0.99 -0.29
C 0.67 1.69 -0.92
C -0.66 1.49 -0.48
C -0.91 0.62 0.57
C 0.13 -0.05 1.19
H -0.09 -0.71 2.01
H -1.92 0.46 0.90
O -1.60 2.22 -1.15
C -2.93 2.20 -0.69
C -3.67 0.89 -1.02
N -4.06 0.18 0.19
C -5.25 0.74 0.80
H -5.10 1.81 0.98
C -5.50 0.03 2.13
O -5.67 -1.36 1.95
C -4.53 -1.91 1.32
C -4.26 -1.25 -0.03
H -3.36 -1.67 -0.47
H -5.12 -1.44 -0.70
H -4.74 -2.97 1.20
H -3.65 -1.78 1.97
H -6.42 0.39 2.59
H -4.66 0.22 2.81
H -6.13 0.61 0.15
H -2.98 0.25 -1.58
H -4.54 1.09 -1.67
H -2.96 2.38 0.39
H -3.40 3.04 -1.20
O 0.83 2.54 -1.96
C 2.12 2.97 -2.32
C 2.72 3.95 -1.31
H 2.07 4.81 -1.20
H 2.83 3.48 -0.34
H 3.70 4.28 -1.65
H 2.79 2.12 -2.48
H 1.98 3.48 -3.28
H 2.72 1.11 -0.61
H 2.20 -1.21 2.24
N 5.86 1.27 1.98
H 5.54 2.05 2.53
H 6.70 1.38 1.45
H 1.56 -4.22 -0.70
H 0.94 -3.03 0.47
H -0.77 -4.11 -1.83
H -1.36 -2.56 -2.41
H -1.28 -2.88 -0.67
*
```



This record from OMol25 describes a structure of composition C24H32As2O8Pd in a non-equilibrium geometry. The level of theory is ωB97M-V/def2-TZVPD.

Calculated values
HOMO energy (alpha / beta) = -14.04 / -14.48 eV
gap between HOMO and LUMO (alpha / beta) = 6.31 / 5.24 eV
LUMO level (alpha / beta) = -7.729 / -9.238 eV
expectation value of S² = 2.04
DFT total energy = -6134.38682 a.u.
M = 704.8 u

Geometry as ORCA input:
```
! RIJCOSX wB97M-V def2-TZVPD def2/J DEFGRID3
* xyz 2 3
Pd 0.42 -1.34 0.23
C -1.35 -4.69 -2.17
C -1.19 -5.08 -0.70
C -0.61 -6.50 -0.57
C -0.29 -4.15 0.07
C 0.94 -3.71 -0.45
C 1.87 -3.05 0.37
C 1.59 -2.79 1.73
C 2.64 -2.27 2.66
C 0.31 -3.16 2.21
C -0.60 -3.81 1.40
H -2.16 -5.28 -2.61
H -0.45 -4.91 -2.75
H -1.60 -3.64 -2.28
H -2.17 -5.08 -0.22
H 0.38 -6.56 -1.02
H -1.26 -7.20 -1.08
H -0.53 -6.79 0.48
H 1.23 -4.01 -1.45
H 2.87 -2.86 -0.01
H 2.23 -1.59 3.40
H 3.45 -1.78 2.12
H 3.06 -3.12 3.20
H 0.09 -3.01 3.26
H -1.54 -4.14 1.81
C 1.54 0.35 -2.86
O 0.45 1.10 -3.37
C -0.27 1.96 -2.66
O -1.13 2.63 -3.15
C -0.10 2.05 -1.15
C 0.32 3.18 -0.58
As 0.14 3.99 1.26
C -1.64 4.75 1.08
C 0.17 2.03 1.73
C -0.99 1.44 1.43
As -1.03 0.49 -0.29
C -2.79 0.82 -1.07
C -2.25 1.77 2.19
O -2.33 2.66 2.98
O -3.20 0.90 1.89
C -4.44 1.03 2.62
C 1.54 1.50 1.45
O 1.78 0.35 1.17
O 2.46 2.42 1.59
C 3.84 2.04 1.41
C 0.94 4.35 -1.25
O 0.98 5.38 -0.58
O 1.41 4.19 -2.45
C 2.05 5.35 -3.07
H 2.33 0.39 -3.61
H 1.23 -0.69 -2.73
H 1.93 0.76 -1.92
H -1.49 5.75 0.67
H -2.09 4.83 2.06
H -2.28 4.17 0.41
H -3.09 1.85 -0.86
H -3.52 0.12 -0.68
H -2.71 0.69 -2.15
H -5.17 0.43 2.09
H -4.75 2.07 2.66
H -4.31 0.66 3.64
H 4.42 2.96 1.48
H 3.98 1.57 0.43
H 4.14 1.35 2.19
H 2.51 4.98 -3.97
H 2.78 5.77 -2.39
H 1.30 6.11 -3.29
*
```



This record from OMol25 describes a structure of composition C24H32AuN9O6PS. The level of theory is ωB97M-V/def2-TZVPD.

Calculated values
HOMO energy = -10.45 eV
gap between HOMO and LUMO = 4.54 eV
LUMO level = -5.909 eV
ΔE to the lowest compared entry with this formula, charge and spin = 89.8 kcal per mole
DFT total energy = -2753.00280 a.u.
M = 802.6 u

Geometry as ORCA input:
```
! RIJCOSX wB97M-V def2-TZVPD def2/J DEFGRID3
* xyz 1 1
Au 0.91 -0.96 -0.29
N -1.75 1.05 2.85
C -0.97 0.08 2.38
N -0.92 0.15 1.06
C -1.69 1.23 0.79
N -2.23 1.81 1.84
C -1.38 1.61 -1.74
C -1.93 2.26 -2.85
N -1.39 2.16 -4.05
C -0.29 1.42 -4.16
C 0.24 0.75 -3.07
N -0.32 0.84 -1.86
H -1.97 1.28 3.81
H -0.44 -0.63 2.98
H -2.83 2.87 -2.76
H 0.16 1.35 -5.14
H 1.13 0.15 -3.14
N -2.39 -5.64 -5.70
C -2.28 -5.04 -4.49
C -1.02 -4.83 -3.90
C -0.91 -4.18 -2.70
C -2.06 -3.75 -2.05
C -3.33 -3.97 -2.60
C -3.44 -4.60 -3.81
S -1.91 -2.92 -0.57
O -2.79 -3.36 0.46
O -0.53 -2.70 -0.28
N -2.55 -1.36 -0.98
C -3.45 -0.64 -0.71
N -2.00 1.78 -0.48
C -3.00 2.77 -0.40
C -4.32 2.52 -0.29
C -4.95 1.25 -0.34
N -4.46 0.07 -0.55
H -1.58 -6.00 -6.17
H -3.28 -5.83 -6.11
H -0.13 -5.19 -4.41
H 0.06 -4.02 -2.25
H -4.22 -3.66 -2.07
H -4.41 -4.78 -4.25
H -2.65 3.81 -0.41
H -4.98 3.36 -0.18
H -6.03 1.25 -0.23
C 4.33 -0.12 3.63
C 3.31 -0.85 2.75
C 2.29 -1.58 3.61
C 4.00 -1.82 1.80
O 2.51 0.11 2.00
P 3.06 0.95 0.72
O 4.49 1.27 0.82
O 2.61 0.21 -0.55
O 2.05 2.19 0.80
C 2.12 3.35 1.66
C 1.82 4.54 0.76
C 3.46 3.53 2.35
C 1.02 3.17 2.70
H 4.90 -0.85 4.19
H 3.81 0.53 4.33
H 5.00 0.47 3.02
H 2.79 -2.28 4.28
H 1.60 -2.14 2.99
H 1.74 -0.86 4.22
H 4.51 -2.59 2.37
H 4.73 -1.30 1.18
H 3.27 -2.29 1.14
H 2.61 4.66 0.02
H 1.74 5.46 1.34
H 0.88 4.38 0.23
H 4.27 3.61 1.63
H 3.68 2.69 3.01
H 3.42 4.45 2.95
H 0.04 3.11 2.21
H 1.01 4.00 3.40
H 1.19 2.24 3.26
*
```



This record from OMol25 describes an isolated molecule of C24H32ClFN2O2. The level of theory is ωB97M-V/def2-TZVPD.

Calculated values
HOMO energy = -8.21 eV
SMILES = COc1cc(CN(C)C[C@H]2CCCN(CCc3ccccc3F)C2)cc(Cl)c1OC
gap between HOMO and LUMO = 8.89 eV
LUMO level = 0.676 eV
ΔE to the lowest compared entry with this formula, charge and spin = 0.0 kcal per mole
DFT total energy = -1753.74350 a.u.
M = 435.0 u

Geometry as ORCA input:
```
! RIJCOSX wB97M-V def2-TZVPD def2/J DEFGRID3
* xyz 0 1
C -0.59 -2.59 -2.56
H -1.22 -2.39 -3.43
O -1.35 -2.63 -1.37
C -2.08 -1.53 -1.02
C -2.03 -0.33 -1.72
C -2.79 0.78 -1.35
C -3.64 0.67 -0.26
C -3.68 -0.51 0.45
C -2.91 -1.63 0.12
O -3.07 -2.69 0.94
C -2.26 -3.84 0.83
H -2.56 -4.47 1.67
H -1.20 -3.60 0.91
H -2.45 -4.38 -0.10
Cl -4.72 -0.63 1.82
H -4.26 1.50 0.04
C -2.60 2.07 -2.09
N -1.30 2.64 -1.73
C -0.83 3.61 -2.70
H -1.49 4.49 -2.78
H 0.16 3.95 -2.40
H -0.75 3.14 -3.68
C -1.25 3.14 -0.37
C 0.05 2.73 0.33
C 0.15 3.35 1.73
C 1.39 2.82 2.43
C 1.37 1.30 2.47
N 1.31 0.77 1.12
C 1.48 -0.66 1.03
H 0.51 -1.19 1.09
C 2.19 -1.05 -0.27
C 3.64 -0.66 -0.23
C 4.02 0.68 -0.25
C 5.35 1.04 -0.17
C 6.34 0.07 -0.08
C 5.99 -1.27 -0.06
C 4.65 -1.61 -0.13
F 4.33 -2.93 -0.11
H 6.73 -2.05 0.01
H 7.38 0.35 -0.02
H 5.63 2.08 -0.18
H 3.25 1.42 -0.31
H 2.10 -2.13 -0.42
H 1.71 -0.54 -1.10
H 2.09 -1.00 1.88
C 0.10 1.21 0.46
H 0.06 0.78 -0.55
H -0.80 0.86 1.00
H 2.28 0.93 2.94
H 0.50 0.96 3.07
H 2.28 3.14 1.89
H 1.45 3.21 3.45
H 0.18 4.44 1.66
H -0.74 3.08 2.30
H 0.90 3.06 -0.26
H -1.35 4.24 -0.35
H -2.09 2.73 0.20
H -3.43 2.76 -1.87
H -2.59 1.88 -3.17
H -1.39 -0.24 -2.58
H 0.21 -1.84 -2.50
H -0.14 -3.58 -2.65
*
```